(1)
{
  "formula": "C20H15BrIrNO4P",
  "method": "ωB97M-V/def2-TZVPD",
  "species": ["P", "C", "H", "H", "N", "H", "C", "H", "H", "C", "O", "H", "C", "C", "H", "C", "C", "C", "C", "O", "O", "H", "C", "C", "H", "C", "O", "H", "H", "H", "Ir", "C", "Br", "H", "C", "H", "H", "C", "C", "C", "C", "C", "C"],
  "positions_angstrom": [[-0.24, 0.81, 0.77], [-0.30, 0.12, 3.48], [-1.78, -5.52, -0.74], [4.16, 2.74, 1.65], [0.56, -3.21, -0.14], [2.33, -5.32, -2.03], [0.26, -5.59, -1.47], [-0.64, -0.18, -1.85], [-2.67, 2.51, 0.80], [0.67, 3.40, 0.12], [0.42, -0.81, 3.02], [-1.13, 2.02, 2.73], [-1.07, 0.98, 2.41], [3.18, 2.92, 1.23], [-0.30, 3.57, -0.33], [1.63, 4.40, 0.13], [-3.58, 2.21, -1.12], [1.58, -3.73, -0.80], [-2.45, 0.70, -2.61], [2.70, -1.80, -0.08], [-0.50, 0.42, 4.63], [-4.39, 2.89, -0.92], [-1.55, 1.14, -0.43], [2.87, -2.86, -0.76], [3.62, 4.95, 0.71], [-0.61, -3.84, -0.12], [3.85, -3.24, -1.35], [1.41, 5.36, -0.31], [0.14, -6.53, -1.99], [-2.07, 0.55, 2.34], [0.95, -1.28, 1.00], [2.88, 4.16, 0.69], [-1.97, -2.94, 0.85], [-2.39, 0.21, -3.57], [0.96, 2.16, 0.69], [2.46, 0.93, 1.63], [-4.27, 1.72, -3.08], [-1.47, 0.49, -1.66], [-2.61, 2.00, -0.16], [-0.81, -5.05, -0.77], [-3.50, 1.56, -2.34], [2.23, 1.92, 1.23], [1.48, -4.93, -1.49]],
  "nbo_charge": [1.201, 0.794, 0.263, 0.237, -0.485, 0.274, -0.097, 0.220, 0.230, -0.190, -0.692, 0.281, -0.861, -0.210, 0.230, -0.180, -0.193, 0.114, -0.186, -0.686, -0.531, 0.237, -0.314, 0.755, 0.235, 0.164, -0.520, 0.234, 0.250, 0.271, 1.099, -0.159, 0.139, 0.232, -0.422, 0.198, 0.235, -0.212, -0.218, -0.254, -0.165, -0.120, -0.198],
  "homo_ha": [-0.4674, -0.4671],
  "homo_lumo_gap_ev": [6.667, 6.645],
  "energy_ha": -4146.277124,
  "total_charge": 1
}

=====

(2)
{
  "formula": "C20H15Cl8CuN6O2P",
  "method": "ωB97M-V/def2-TZVPD",
  "species": ["H", "C", "H", "C", "C", "H", "H", "N", "C", "H", "N", "H", "C", "H", "Cu", "P", "O", "C", "H", "Cl", "C", "C", "C", "C", "Cl", "C", "N", "C", "O", "Cl", "H", "C", "Cl", "Cl", "C", "Cl", "N", "Cl", "H", "H", "Cl", "H", "C", "N", "C", "C", "N", "C", "C", "H", "H", "H", "C"],
  "positions_angstrom": [[5.19, 0.58, -0.05], [-0.49, -2.73, 3.26], [1.20, -4.83, 3.98], [-2.86, 0.31, -1.03], [1.01, -3.23, -1.20], [2.66, 1.55, -0.62], [-1.26, -0.71, 2.78], [0.23, -1.56, 1.51], [2.80, -1.56, -0.02], [1.71, -5.10, 2.30], [4.11, -1.25, 0.14], [5.47, -2.76, -0.41], [-4.14, -2.02, -0.69], [0.52, -6.21, -1.08], [-0.01, -0.46, -0.44], [2.09, -3.20, 0.27], [-4.65, 1.44, -1.73], [-0.61, -1.55, 2.58], [-0.48, -4.63, -3.68], [-4.24, 3.68, -3.72], [5.19, -2.16, 0.46], [-2.01, -0.71, -0.64], [-2.76, -1.88, -0.46], [-3.63, 2.22, -1.62], [-4.57, 1.81, 1.17], [0.88, -4.80, 2.94], [0.34, -2.19, -1.66], [-0.37, -2.62, -2.74], [-2.54, 1.65, -1.31], [-6.60, -0.99, -1.37], [-0.98, -3.11, 4.14], [-0.12, -3.94, -2.94], [0.05, 1.75, 0.11], [-1.96, -3.34, 0.09], [-4.92, -0.94, -1.11], [-4.88, 4.47, -1.00], [2.11, -0.48, -0.35], [-4.94, -3.53, -0.47], [-1.01, -1.96, -3.29], [4.90, -2.83, 1.27], [-2.12, 4.40, -1.87], [6.05, -1.58, 0.79], [1.22, -5.68, -1.73], [0.76, -4.32, -1.96], [2.99, 0.56, -0.41], [-4.22, 0.24, -1.21], [0.45, -3.46, 2.59], [0.86, -2.71, 1.53], [-3.71, 3.67, -2.01], [1.29, -6.20, -2.68], [0.06, -5.51, 2.81], [2.20, -5.66, -1.26], [4.24, 0.09, -0.11]],
  "mulliken_spin": [0.000, 0.000, 0.000, -0.040, -0.012, 0.002, -0.001, 0.001, -0.005, 0.000, 0.001, 0.000, 0.006, 0.000, 0.643, 0.001, 0.001, -0.001, 0.000, 0.000, 0.000, 0.152, 0.037, -0.001, 0.000, 0.000, 0.039, 0.002, -0.001, -0.001, 0.000, 0.001, 0.114, 0.005, -0.006, 0.000, 0.047, 0.003, 0.000, 0.000, 0.000, 0.000, 0.000, 0.002, 0.001, 0.008, 0.001, -0.001, -0.001, 0.000, 0.000, 0.000, 0.003],
  "spin_multiplicity": 2,
  "relative_energy_kcal_mol": 43.9,
  "homo_ha": [-0.2611, -0.2612],
  "homo_lumo_gap_ev": [6.809, 6.818],
  "energy_ha": -6913.507490,
  "total_charge": 0
}

=====

(3)
{
  "formula": "C20H15CrN3O6",
  "method": "ωB97M-V/def2-TZVPD",
  "species": ["H", "O", "H", "H", "C", "H", "C", "C", "C", "H", "H", "C", "C", "H", "N", "H", "O", "C", "O", "C", "C", "N", "C", "N", "O", "C", "H", "C", "C", "C", "H", "C", "Cr", "C", "C", "H", "O", "O", "C", "C", "C", "H", "H", "H", "H"],
  "positions_angstrom": [[0.07, -6.65, -0.56], [3.53, 0.85, -1.92], [0.01, -2.63, 2.23], [-0.38, 1.45, 0.28], [-1.14, 1.58, -2.28], [-0.02, -3.24, -3.15], [1.24, 2.86, -2.71], [2.28, 0.62, -1.80], [-0.21, 2.34, 2.20], [0.05, 2.39, 6.07], [2.18, 3.37, -2.89], [-1.19, 2.85, -2.80], [-0.01, 3.40, 4.41], [-0.36, 3.35, 1.85], [-0.01, -2.86, -1.10], [0.04, 4.51, -3.41], [1.92, -0.49, -1.36], [0.03, 3.50, -3.01], [-3.45, 1.05, -2.21], [1.18, 1.58, -2.19], [0.18, -0.24, 3.15], [-0.02, -1.10, 0.84], [0.00, -3.69, -2.16], [0.01, 0.99, -1.97], [0.03, 3.30, 5.73], [0.01, -3.37, 0.15], [0.04, -5.70, -2.87], [-0.01, 2.14, 3.56], [0.03, -5.06, -2.00], [-2.27, 0.63, -1.97], [0.34, 0.63, 5.07], [0.17, 0.84, 4.02], [-0.01, -0.88, -1.21], [0.04, -4.72, 0.38], [-0.21, 1.27, 1.33], [-2.13, 3.32, -3.04], [-0.08, 4.46, 3.87], [-1.98, -0.50, -1.51], [0.00, -2.34, 1.19], [0.05, -5.58, -0.71], [-0.02, -0.03, 1.79], [-4.15, 0.40, -2.00], [0.06, -5.10, 1.40], [3.79, 1.72, -2.27], [0.34, -1.22, 3.57]],
  "mulliken_spin": [0.000, 0.006, -0.009, -0.041, 0.060, -0.006, 0.002, -0.021, 0.008, 0.000, 0.000, 0.001, 0.000, 0.000, -0.083, 0.000, -0.021, 0.005, 0.005, 0.048, -0.007, -0.112, 0.032, -0.024, 0.000, 0.063, 0.000, -0.005, -0.005, -0.029, 0.000, 0.001, 3.112, 0.007, 0.021, 0.000, -0.001, -0.017, -0.013, 0.019, 0.004, 0.000, 0.000, 0.000, 0.000],
  "spin_multiplicity": 4,
  "relative_energy_kcal_mol": 1.2,
  "homo_ha": [-0.6382, -0.6382],
  "homo_lumo_gap_ev": [5.182, 5.743],
  "energy_ha": -2430.420721,
  "total_charge": 3
}

=====

(4)
{
  "formula": "C20H15N3O6",
  "method": "ωB97M-V/def2-TZVPD",
  "species": ["C", "C", "H", "C", "H", "C", "H", "C", "C", "H", "O", "H", "C", "C", "C", "C", "O", "H", "C", "O", "H", "C", "O", "H", "C", "H", "C", "H", "C", "C", "N", "C", "N", "C", "H", "C", "N", "H", "H", "O", "H", "O", "H", "C"],
  "positions_angstrom": [[-0.81, 0.79, 3.14], [-2.60, 0.18, -3.55], [-1.17, 0.25, 2.25], [3.32, -1.47, 3.14], [0.28, 2.60, 3.59], [1.74, 0.66, 2.30], [-0.86, 1.70, 0.33], [0.93, -3.58, -2.66], [-0.77, -1.33, -2.59], [1.58, -4.43, -2.69], [-1.48, 0.84, -1.74], [-3.86, 2.00, -3.64], [-1.00, -2.39, -3.47], [3.76, -0.63, 2.14], [-1.62, -0.16, -2.64], [1.19, -2.54, -1.78], [-1.55, 3.95, 2.46], [3.32, 1.11, 0.95], [-3.09, 1.43, -3.16], [1.01, 1.73, 1.86], [-1.84, -2.34, -4.14], [-2.38, 1.80, -2.04], [0.05, -0.04, 3.89], [-0.38, -4.30, -4.19], [2.08, -1.26, 3.72], [4.73, -0.80, 1.68], [1.28, -0.20, 3.30], [-2.93, -0.40, -4.39], [-0.08, 2.06, 2.70], [-2.57, 2.98, -1.22], [0.66, -0.43, -0.77], [0.33, -1.45, -1.73], [-1.29, 2.57, 0.66], [2.99, 0.44, 1.72], [2.04, -2.57, -1.12], [-0.17, -3.50, -3.50], [-2.13, 3.30, -0.07], [-1.65, 1.03, 3.79], [3.93, -2.29, 3.48], [1.74, 0.11, -0.88], [1.70, -1.90, 4.50], [-0.15, -0.20, 0.11], [-3.25, 3.70, -1.65], [-1.04, 2.99, 1.94]],
  "nbo_charge": [-0.092, -0.259, 0.190, -0.225, 0.209, 0.293, 0.413, -0.204, -0.095, 0.226, -0.399, 0.236, -0.170, -0.230, 0.259, -0.203, -0.551, 0.234, -0.270, -0.497, 0.219, 0.218, -0.480, 0.223, -0.233, 0.214, 0.201, 0.229, -0.023, -0.015, 0.519, 0.123, -0.469, -0.252, 0.240, -0.186, -0.174, 0.212, 0.213, -0.340, 0.224, -0.394, 0.204, 0.662],
  "relative_energy_kcal_mol": 34.7,
  "homo_ha": -0.3008,
  "homo_lumo_gap_ev": 7.473,
  "smiles": "O=C(N/N=C\\c1ccc(-c2ccccc2[N+](=O)[O-])o1)[C@H]1COc2ccccc2O1",
  "energy_ha": -1386.705356,
  "total_charge": 0
}